(1)
Here is a molecular structure, C3H6NO4 at a distorted geometry from OMol25. Energies are from ωB97M-V/def2-TZVPD.

Properties
* LUMO: -6.23 eV
* net charge: +1
* orbital gap: 9.93 eV

XYZ file:
```
14
Properties=species:S:1:pos:R:3:forces:R:3:lowdin_charge:R:1
C -0.64545 0.17835 0.14579 -0.921 2.590 -0.108 -0.393
C 1.87795 0.46049 -0.44286 -1.897 2.425 0.974 -0.009
C 0.70526 0.25855 0.62759 1.620 1.675 1.825 -0.107
N -2.96759 0.34083 -0.23631 -3.023 1.108 0.086 0.229
O -1.49178 1.17102 0.17571 1.561 -1.724 0.099 0.084
O -3.85187 0.95066 0.04093 1.403 -0.506 -0.280 0.312
O -0.08472 -1.94158 -0.25879 -1.038 -0.444 -0.445 0.082
O -1.10893 -0.90496 -0.33866 0.734 -2.854 -0.573 0.052
H 2.70930 0.53151 0.17296 1.792 -0.280 1.209 0.052
H 1.87809 1.51918 -0.85816 -0.605 -1.580 -0.080 0.120
H 2.02992 -0.32961 -1.11609 -0.205 -0.828 -1.090 0.063
H 0.69999 1.21168 1.31297 0.190 -1.941 -1.133 0.180
H 0.86710 -0.68600 1.23873 0.060 1.325 -0.631 0.159
H -0.61726 -2.76010 -0.46382 0.330 1.033 0.147 0.174
```
Positions in Å, forces in eV/Å.

=====

(2)
Here is a single C3H6NOP molecule at a distorted geometry from OMol25. Energies are from ωB97M-V/def2-TZVPD.

Properties
* LUMO (spin up / spin down): -1.44 / -1.00 eV
* orbital gap (spin up / spin down): 8.50 / 7.93 eV

XYZ file:
```
12
Properties=species:S:1:pos:R:3:forces:R:3:lowdin_charge:R:1
H 1.59278 -0.03985 -2.09517 -0.353 -0.118 -0.296 -0.045
N 1.62086 0.21466 -1.10899 -5.606 -1.545 3.093 0.103
C 0.01233 -0.25177 -0.56545 6.168 1.829 -2.822 -0.423
P -1.11309 -0.95225 -1.71578 -0.475 -0.754 -0.335 0.843
C -0.43373 -0.13726 0.81189 0.349 0.175 0.115 -0.563
C 0.48943 0.42172 1.83671 -0.026 0.051 0.195 -0.024
O -1.57519 -0.50789 1.02066 -0.106 -0.023 0.335 0.033
H -2.17323 -0.06446 -1.52502 -0.273 0.155 -0.030 -0.077
H -0.60377 -0.36756 -2.87415 0.148 0.185 -0.298 -0.109
H 0.77675 1.43017 1.54371 0.061 0.057 0.018 0.089
H 0.00942 0.43040 2.81181 0.001 -0.001 -0.012 0.086
H 1.39746 -0.17591 1.85979 0.113 -0.011 0.037 0.087
```
Positions in Å, forces in eV/Å.

=====

(3)
Here is a single C3H6NOP molecule at a distorted geometry from OMol25. Energies are from ωB97M-V/def2-TZVPD.

Properties
* LUMO: 0.34 eV
* orbital gap: 9.33 eV

XYZ file:
```
12
Properties=species:S:1:pos:R:3:forces:R:3:lowdin_charge:R:1
P -2.45711 -0.24993 1.49637 -0.956 -0.050 0.730 0.699
N -1.04945 -0.77645 0.75817 4.633 2.706 -1.773 -0.328
C -0.09062 0.14059 0.49045 -3.338 -3.369 2.154 -0.182
C 1.21136 -0.27066 -0.03338 -2.186 -5.739 1.204 -0.379
C 1.41303 -0.02527 -1.49551 -0.101 -2.839 -2.157 -0.103
O 2.14469 0.50262 -0.48088 3.863 5.494 0.028 -0.001
H -3.15174 -0.05440 0.26901 -0.114 0.425 0.289 -0.113
H -2.06406 1.08774 1.85915 -0.424 0.014 -0.467 -0.118
H -0.28226 1.14079 0.81932 0.112 1.025 -0.152 0.077
H 1.63588 -1.23954 0.47234 -1.197 1.465 -1.126 0.185
H 1.98810 -0.83362 -2.04787 -1.010 1.062 0.457 0.132
H 0.70218 0.57812 -2.10717 0.717 -0.195 0.813 0.130
```
Positions in Å, forces in eV/Å.

=====

(4)
Here is a gas-phase ion, C3H6NOS (charge -1) at a distorted geometry from OMol25. Energies are from ωB97M-V/def2-TZVPD.

Properties
* LUMO: 3.75 eV
* net charge: -1
* orbital gap: 6.22 eV

XYZ file:
```
12
Properties=species:S:1:pos:R:3:forces:R:3:lowdin_charge:R:1
N 1.68867 -0.24683 0.32737 -0.772 0.036 -2.391 0.134
C 0.83594 -0.45351 -0.78063 -0.013 -1.952 1.714 -0.540
O 1.20806 -1.00619 -1.79951 0.932 0.759 -0.375 0.002
C -0.64711 -0.27712 -0.54419 0.991 1.689 0.622 -0.246
C -1.01688 0.69032 0.64508 -0.057 -0.437 -1.161 -0.826
S -2.74708 0.41692 1.06518 -0.516 0.429 0.125 0.077
H 2.67416 -0.24558 0.12257 -0.079 -0.228 0.492 0.084
H 1.26192 -0.15412 1.22406 0.228 0.394 0.286 0.059
H -1.14300 -1.24687 -0.60013 0.048 0.079 0.492 0.092
H -0.92432 0.25361 -1.45463 -0.507 -0.064 -0.054 0.102
H -0.45936 0.58207 1.58899 0.251 -0.259 -0.475 0.004
H -0.73101 1.68731 0.20584 -0.505 -0.446 0.725 0.057
```
Positions in Å, forces in eV/Å.

=====

(5)
Here is 2 unconnected molecules or ions with the total composition C3H6NP at a distorted geometry from OMol25. Energies are from ωB97M-V/def2-TZVPD.

Properties
* LUMO: -1.23 eV
* orbital gap: 7.82 eV

XYZ file:
```
11
Properties=species:S:1:pos:R:3:forces:R:3:lowdin_charge:R:1
H -0.53285 -3.80956 -2.18461 0.682 0.893 0.848 -0.123
P 0.48122 -3.15337 -1.26838 -0.342 -2.243 -0.322 0.812
N 0.23478 -1.65395 -1.52906 -0.069 1.106 -0.693 -0.391
C 0.98481 -0.66015 -1.09930 0.354 2.231 0.191 -0.392
C 1.50737 0.43732 -0.86914 -1.194 -2.817 -0.304 0.097
H 2.16102 1.02160 -0.30326 0.594 0.814 0.254 0.008
C -0.92290 1.51443 1.46245 0.293 0.745 -0.313 -0.018
H -0.87159 0.51157 1.18370 0.152 -1.588 -0.117 0.000
H -1.86668 1.89706 1.36213 -3.025 0.387 -0.646 -0.011
H -0.76941 1.76469 2.46328 1.215 -0.089 1.678 0.009
H -0.40577 2.13036 0.78218 1.341 0.561 -0.574 0.007
```
Positions in Å, forces in eV/Å.

=====

(6)
Here is a single C3H6O molecule from OMol25. Energies are from ωB97M-V/def2-TZVPD.

Properties
* LUMO: 1.21 eV
* orbital gap: 11.51 eV

XYZ file:
```
10
Properties=species:S:1:pos:R:3:forces:R:3:lowdin_charge:R:1
C -1.22385 0.20224 0.15592 0.016 -0.023 0.038 -0.049
C 0.06158 -0.51980 -0.17422 -0.318 0.131 -0.293 -0.364
C 1.34604 0.17443 -0.11518 0.091 0.153 -0.170 -0.135
O 0.98385 -0.78215 0.87378 -0.037 -0.055 0.210 -0.050
H -2.07032 -0.48603 0.23616 0.143 0.050 0.022 0.074
H -1.45332 0.93195 -0.63000 0.005 -0.143 0.120 0.080
H -1.12392 0.73370 1.10555 0.039 -0.011 -0.104 0.085
H -0.03814 -1.34064 -0.88598 0.087 0.098 0.085 0.136
H 2.14664 -0.12764 -0.78709 -0.027 0.049 0.128 0.107
H 1.37146 1.21394 0.22106 0.000 -0.248 -0.036 0.115
```
Positions in Å, forces in eV/Å.

=====

(7)
Here is a single C3H6O molecule from OMol25. Energies are from ωB97M-V/def2-TZVPD.

Properties
* LUMO: 1.03 eV
* orbital gap: 10.83 eV

XYZ file:
```
10
Properties=species:S:1:pos:R:3:forces:R:3:lowdin_charge:R:1
C -1.16575 -1.18887 0.06967 -0.443 -0.441 -0.104 -0.011
C 0.05912 -0.70293 0.10012 -0.040 0.442 -0.210 -0.162
C 0.34106 0.76774 0.20940 0.792 0.524 -0.150 -0.259
O 1.68709 1.01315 -0.25179 -0.312 0.012 0.003 -0.088
H -1.37857 -2.23210 -0.13180 0.167 -0.029 0.187 0.052
H -2.04596 -0.56780 0.20232 0.110 0.131 -0.026 0.060
H 0.93877 -1.31631 -0.07434 -0.115 -0.026 0.131 0.105
H -0.34856 1.35707 -0.39603 -0.208 -0.190 -0.078 0.115
H 0.27103 1.19064 1.21377 -0.071 -0.390 0.228 0.114
H 1.64180 1.67940 -0.94133 0.119 -0.032 0.020 0.075
```
Positions in Å, forces in eV/Å.

=====

(8)
Here is a single C3H6O molecule at a distorted geometry from OMol25. Energies are from ωB97M-V/def2-TZVPD.

Properties
* LUMO: 0.88 eV
* orbital gap: 10.72 eV

XYZ file:
```
10
Properties=species:S:1:pos:R:3:forces:R:3:lowdin_charge:R:1
C -1.33244 0.61127 0.13776 0.004 0.014 0.378 0.003
C -0.60805 -0.49264 0.06885 0.203 0.254 0.145 -0.173
C 0.84692 -0.51285 -0.29187 0.567 -1.904 1.094 -0.343
O 1.40598 0.70258 -0.66120 0.140 1.652 3.445 -0.094
H -2.34062 0.60437 0.51909 -0.197 -0.089 -0.110 0.051
H -0.90418 1.57849 -0.07339 0.063 0.087 -0.261 0.055
H -1.00542 -1.44933 0.38113 -0.161 -0.114 -0.090 0.096
H 1.43536 -0.78671 0.68618 -1.081 -0.693 -1.716 0.146
H 1.02566 -1.22759 -1.10384 0.084 -0.178 0.355 0.117
H 1.47679 0.97241 0.33730 0.376 0.971 -3.240 0.143
```
Positions in Å, forces in eV/Å.

=====

(9)
Here is a molecular structure, C3H6O at a distorted geometry from OMol25. Energies are from ωB97M-V/def2-TZVPD.

Properties
* LUMO: 0.79 eV
* orbital gap: 10.58 eV

XYZ file:
```
10
Properties=species:S:1:pos:R:3:forces:R:3:lowdin_charge:R:1
C -1.21536 -0.65355 -0.00602 -1.488 -3.488 0.054 -0.080
C -0.01502 0.23150 0.03395 1.628 -2.197 -0.103 -0.605
C 1.32546 -0.58184 -0.01962 1.116 -1.180 0.871 -0.089
H -1.12276 -1.51559 -0.84714 -0.235 2.240 1.824 0.118
H -2.08347 -0.04614 -0.17238 -0.454 0.279 -0.444 0.055
H -1.52612 -1.27273 0.94869 1.278 1.285 -1.512 0.118
H 1.57131 -1.04282 1.21238 -0.701 1.461 -3.976 0.149
H 2.29906 0.17374 -0.40178 -3.008 -2.689 1.073 0.135
H 0.99860 -1.61812 -0.73453 1.782 3.226 2.098 0.122
O -0.08839 1.41812 -0.00689 0.081 1.063 0.116 0.076
```
Positions in Å, forces in eV/Å.

=====

(10)
Here is 2 unconnected molecules or ions with the total composition C3H6O at a distorted geometry from OMol25. Energies are from ωB97M-V/def2-TZVPD.

Properties
* LUMO: 0.45 eV
* orbital gap: 9.74 eV

XYZ file:
```
10
Properties=species:S:1:pos:R:3:forces:R:3:lowdin_charge:R:1
C -0.84513 0.85995 -1.58806 0.817 -1.410 -1.394 -0.090
C 0.06770 -0.14337 -1.67249 1.040 2.737 0.395 -0.098
H -0.63468 1.90849 -1.46680 0.474 0.165 -0.196 0.030
H -1.85246 0.65500 -1.95783 -0.125 -0.177 1.044 0.040
H 1.21068 0.05103 -1.73345 -2.172 -0.390 0.673 0.082
H -0.27487 -1.14290 -1.57506 -0.087 -0.866 -0.644 0.025
C 0.52861 -0.49054 2.47039 2.653 -1.124 -2.402 -0.094
O 0.70591 -0.52435 1.23261 -1.386 0.285 4.169 -0.040
H 1.40222 -0.43154 3.16676 0.113 0.580 -0.641 0.075
H -0.30798 -0.74179 3.12393 -1.328 0.199 -1.003 0.070
```
Positions in Å, forces in eV/Å.

=====

Question: Number 2 is which compound?
Answer: C3H6NOP

=====

Question: Which formula does entry 9 have?
Answer: C3H6O

=====

Question: What is the formula in the first record?
Answer: C3H6NO4